Record 1
C11H27BFO6S | the ωB97M-V functional and the def2-TZVPD basis

Structure (XYZ):
```
47
Properties=species:S:1:pos:R:3:forces:R:3
C -3.112 -0.716 4.393 0.1 0.0 0.0
C -1.797 -0.858 5.097 -0.3 0.2 -0.3
O -0.648 -0.561 4.216 0.1 -0.2 -0.1
S -0.177 -1.843 3.388 -0.2 -0.1 0.3
C -0.746 -1.505 1.726 0.0 0.1 0.0
C -0.845 -2.770 0.872 0.3 0.2 1.0
F -0.871 -2.369 -0.413 -0.1 0.1 -0.8
C 1.598 -1.670 3.358 -0.3 -0.3 -0.2
B 2.384 -3.018 3.702 -0.2 -0.2 0.3
O 3.699 -2.974 3.484 0.7 0.1 -1.3
O 1.796 -4.159 4.176 -0.5 0.2 0.4
H -3.299 -1.551 3.736 -0.1 -0.3 -0.4
H -3.199 0.212 3.850 0.0 0.3 -0.1
H -3.885 -0.739 5.148 -0.3 0.0 0.2
H -1.698 -1.875 5.436 0.3 -0.3 0.5
H -1.722 -0.157 5.908 0.3 0.2 0.3
H -0.138 -0.745 1.260 0.5 0.1 -0.2
H -1.724 -1.071 1.850 -0.4 0.2 0.2
H 0.010 -3.415 1.047 0.2 -0.3 -0.1
H -1.757 -3.296 1.112 -0.3 -0.3 0.0
H 1.915 -1.316 2.386 0.0 0.2 -0.3
H 1.862 -0.915 4.086 -0.1 0.4 0.3
H 4.023 -3.788 3.064 0.3 0.1 0.7
H 1.590 -4.083 5.122 -0.2 -0.4 -0.3
C 0.763 -1.016 -2.521 0.1 0.1 -0.3
O 0.247 0.096 -3.208 0.1 0.2 0.3
C -1.000 0.521 -2.686 0.1 -0.1 -0.3
C -1.242 1.987 -2.964 -0.1 0.1 0.0
O -0.523 2.865 -2.109 0.0 -0.1 0.1
C 0.876 3.000 -2.325 0.0 0.1 0.1
C 1.240 3.794 -3.559 0.2 -0.2 -0.2
O 1.072 3.012 -4.728 -0.3 0.0 0.0
C 0.854 3.798 -5.880 0.1 -0.1 0.0
H 0.117 -1.890 -2.644 0.0 0.0 0.1
H 1.745 -1.238 -2.936 0.0 0.0 -0.1
H 0.882 -0.786 -1.454 0.0 -0.1 0.0
H -1.038 0.352 -1.601 0.0 0.0 0.0
H -1.792 -0.072 -3.165 -0.1 0.0 0.2
H -2.295 2.189 -2.753 0.0 0.0 0.0
H -1.069 2.223 -4.015 0.1 -0.1 0.0
H 1.373 2.028 -2.325 0.0 0.0 -0.2
H 1.243 3.555 -1.459 -0.1 0.0 0.0
H 2.295 4.095 -3.493 0.0 0.1 0.1
H 0.617 4.694 -3.605 0.0 0.0 0.0
H -0.028 4.437 -5.757 0.0 0.1 0.0
H 0.677 3.122 -6.714 0.1 0.0 0.0
H 1.727 4.420 -6.105 0.0 0.1 0.0
```
Forces are in eV/Å.

The total energy is -38351.6559 eV. As for the multiplicity: 1. Its total charge is +1.

Record 2
C11H27ClFeIOP2 | the ωB97M-V functional and the def2-TZVPD basis

Structure (XYZ):
```
44
Properties=species:S:1:pos:R:3:forces:R:3
C 2.686 -1.017 -1.213 0.3 -2.4 -0.4
I 2.742 1.762 -0.898 0.0 2.6 0.5
H 1.761 -0.668 -0.802 -0.3 0.4 0.0
H 3.171 -1.584 -0.401 0.1 -0.1 -0.5
H 2.444 -1.681 -2.053 0.3 -0.3 0.3
Fe -2.198 -0.154 -0.579 -0.4 0.2 -0.5
P -0.661 0.424 -2.641 -0.2 1.2 -2.6
C 0.816 0.692 -3.740 1.0 -0.3 0.6
C -1.552 -0.749 -3.711 -0.4 -1.0 0.5
H -2.456 2.042 -2.584 -0.1 0.3 -0.3
H -1.601 2.057 -4.174 0.0 -0.1 0.1
H -0.861 2.813 -2.743 -0.1 0.2 0.0
C -1.492 1.999 -3.090 -0.1 -0.2 1.0
H -2.586 -0.896 -3.334 0.4 0.0 -0.5
H -1.570 -0.360 -4.747 -0.1 -0.1 0.6
H 0.493 0.550 -4.784 -0.2 -0.1 0.5
H 1.639 -0.004 -3.532 -0.3 0.2 -0.2
H -1.020 -1.722 -3.694 -0.4 0.4 -0.1
H 1.198 1.718 -3.644 -0.2 -0.4 0.2
C 3.600 0.041 -1.710 0.3 -0.4 -0.6
O 4.531 -0.012 -2.438 -0.8 0.0 0.7
Cl -4.221 0.673 -0.729 1.5 -0.5 0.1
C 2.268 -0.463 2.292 0.5 0.5 -0.5
C 0.962 -1.196 2.014 0.5 -1.0 -0.7
P -0.510 -0.380 1.221 0.4 1.2 2.4
C -1.973 -1.195 1.974 0.1 -0.6 -1.0
C -1.899 -1.523 3.455 -0.7 0.2 0.9
C -0.567 1.295 1.979 0.4 0.5 -1.0
C -0.246 1.450 3.467 -0.4 0.2 0.6
H 2.778 -0.192 1.373 0.0 0.2 0.0
H 2.974 -1.109 2.829 -0.5 -0.1 0.0
H 2.149 0.444 2.877 0.0 0.0 -0.1
H 1.179 -2.075 1.391 -0.1 0.0 0.2
H 0.627 -1.583 2.979 -0.5 0.1 -0.3
H -2.848 -0.569 1.733 -0.1 0.0 0.3
H -2.095 -2.120 1.396 -0.2 -0.2 0.1
H -1.967 -0.609 4.072 0.0 -0.6 -0.3
H -2.756 -2.169 3.713 0.3 0.3 -0.1
H -1.000 -2.069 3.733 -0.1 0.0 -0.1
H 0.139 1.900 1.379 -0.3 -0.2 0.2
H -1.570 1.685 1.743 0.2 0.1 0.1
H 0.577 0.855 3.842 0.0 -0.2 -0.2
H 0.021 2.491 3.681 -0.1 -0.2 -0.2
H -1.104 1.205 4.098 0.1 0.2 -0.2
```
Forces are in eV/Å.

As for the expectation value of S²: 8.77. The total energy is -87462.1514 eV. As for the multiplicity: 6. Its total charge is +2.

Record 3
C11H27ClIN2OP2Tb | the ωB97M-V functional and the def2-TZVPD basis

Structure (XYZ):
```
46
Properties=species:S:1:pos:R:3:forces:R:3
C -5.458 -4.016 -2.046 -0.2 1.0 0.1
C -4.007 -4.142 -1.650 1.6 -4.6 -0.1
H -5.924 -4.990 -2.303 0.9 0.3 0.3
H -5.530 -3.343 -2.909 0.1 -0.1 0.2
H -6.011 -3.559 -1.215 0.2 0.0 -0.2
O -3.296 -5.082 -1.567 -1.9 3.7 -0.1
I -2.830 -1.917 -1.041 -0.7 -0.6 -0.3
Tb -0.487 -0.178 -0.153 -0.1 0.4 0.1
P -0.908 -0.375 2.640 -0.6 0.2 1.9
C 0.154 -0.995 4.002 0.4 -0.3 -0.3
C -1.436 1.202 3.438 0.1 0.2 -0.5
H -1.893 0.971 4.411 0.2 0.1 -0.3
H -2.714 -1.222 3.970 -0.1 -0.1 -0.2
H -2.153 1.728 2.801 0.0 -0.1 0.1
H -3.224 -1.075 2.253 0.1 0.0 0.2
H 1.074 -0.402 4.101 -0.3 -0.1 0.0
H -0.580 1.871 3.584 -0.1 -0.2 0.0
C -2.415 -1.381 2.927 0.0 -0.1 -0.2
H -0.424 -0.940 4.937 0.2 0.0 -0.3
H -2.201 -2.443 2.757 -0.1 0.2 0.1
H 0.449 -2.034 3.814 -0.1 0.2 0.1
P 0.617 0.296 -2.732 0.5 0.7 -1.8
C 2.264 -0.067 -3.457 0.2 -0.3 0.3
C -0.461 -0.514 -3.978 -0.1 -0.1 0.1
H -0.494 2.460 -3.028 0.1 -0.1 -0.1
H 0.608 2.074 -4.396 0.0 0.0 0.4
H 1.244 2.668 -2.828 -0.1 -0.2 -0.1
C 0.479 2.045 -3.304 -0.2 0.1 0.4
H -1.519 -0.316 -3.767 0.2 0.0 -0.1
H -0.190 -0.101 -4.957 -0.2 -0.2 0.1
H 2.247 0.237 -4.514 0.0 -0.1 0.4
H 2.482 -1.140 -3.388 0.0 0.2 -0.1
H -0.300 -1.598 -3.973 0.0 0.2 0.0
H 3.067 0.470 -2.933 -0.3 -0.1 -0.2
Cl -1.903 1.802 -0.318 0.0 -0.2 0.0
C 4.794 1.940 0.479 0.0 -0.2 -0.4
N 3.550 1.980 1.278 0.1 0.1 0.1
C 3.512 2.856 2.470 -0.5 0.1 0.2
C 2.478 1.375 0.892 -1.3 -0.8 -0.4
N 1.490 0.820 0.559 1.8 0.8 0.5
H 5.516 2.560 1.013 -0.1 -0.2 -0.3
H 4.618 2.358 -0.524 0.1 -0.1 0.4
H 5.171 0.910 0.401 -0.1 0.4 0.0
H 2.757 3.646 2.331 0.4 -0.2 0.1
H 3.280 2.266 3.369 0.1 0.2 -0.3
H 4.507 3.296 2.553 -0.3 0.0 0.2
```
Forces are in eV/Å.

As for the expectation value of S²: 12.34. The total energy is -78494.1022 eV. As for the multiplicity: 7. Its total charge is +2.

Record 4
C11H27F6KN2O14S4 | the ωB97M-V functional and the def2-TZVPD basis

Structure (XYZ):
```
65
Properties=species:S:1:pos:R:3:forces:R:3
K -0.526 -0.185 0.445 0.6 0.5 -0.1
C -4.007 3.283 -2.936 2.8 -0.8 0.3
F -4.701 2.286 -2.445 0.0 -0.7 1.0
F -4.826 3.901 -3.723 -0.2 1.5 -1.0
F -3.500 4.091 -1.965 -1.0 -0.5 -0.6
S -2.437 2.598 -3.919 0.3 2.0 0.0
O -2.979 1.596 -4.781 -0.3 -0.4 0.4
O -1.814 3.757 -4.571 -1.0 -1.5 1.4
N -1.484 2.005 -2.595 -4.0 2.1 -1.1
S -0.180 1.462 -3.147 5.6 -2.1 -1.6
O 0.587 0.645 -2.203 -1.6 1.0 -0.4
O -0.342 0.862 -4.467 0.2 0.6 0.6
C 0.973 3.055 -3.420 -0.8 -1.3 3.2
F 2.249 2.721 -3.030 -1.7 0.8 -1.5
F 0.820 3.513 -4.625 1.2 0.1 -0.8
F 0.526 4.012 -2.556 0.6 -0.6 -0.7
C -3.369 -0.573 -1.813 0.6 1.7 -0.1
O -2.942 0.512 -0.970 -0.6 -1.5 1.9
H -2.668 -1.407 -1.815 0.2 0.0 -0.1
H -4.340 -0.964 -1.510 -0.1 0.3 -0.1
H -3.368 -0.008 -2.746 -0.6 -1.4 -0.9
H -2.501 1.157 -1.527 0.4 0.1 -0.3
C -0.589 4.024 0.362 -0.9 0.4 1.1
O -0.596 2.638 0.072 0.1 0.3 -0.6
H -1.126 4.066 1.310 0.1 0.7 0.4
H 0.362 4.550 0.452 0.4 -0.8 -0.1
H -1.194 4.582 -0.352 0.0 0.0 -0.2
H -1.160 2.638 -0.704 0.2 -0.7 -0.3
O -0.952 -4.818 -2.010 1.2 1.2 -0.3
S -0.045 -3.675 -2.017 -0.2 0.6 2.4
O -0.245 -2.655 -0.928 1.1 -2.7 -3.0
O 1.581 -4.304 -1.853 -3.3 2.7 -0.2
C 1.858 -5.359 -2.754 2.0 -0.1 0.3
C 3.348 -5.201 -3.198 0.0 -0.5 -0.5
C -0.100 -2.789 -3.661 0.9 -0.9 1.5
H 1.139 -5.409 -3.572 0.1 -0.1 0.0
H 1.817 -6.221 -2.088 -0.3 -0.6 -0.7
H 4.039 -5.416 -2.383 -0.3 0.0 0.2
H 3.704 -4.274 -3.648 -0.8 0.5 0.4
H 3.609 -5.892 -3.999 -0.3 -0.6 0.1
H 0.131 -3.466 -4.483 -0.1 -0.1 0.2
H 0.714 -2.083 -3.498 -0.4 0.5 -0.4
H -1.110 -2.387 -3.746 0.3 0.2 0.2
O -0.331 -0.463 3.315 1.0 -0.6 3.5
S 0.555 -0.610 4.500 0.1 -0.6 -1.7
O 1.467 0.472 4.792 -1.0 -1.1 0.5
O -0.275 -1.092 5.944 1.2 0.9 -1.6
C 0.558 -1.066 7.163 -0.2 0.3 -0.4
C 0.393 0.237 7.960 0.2 -1.4 -0.4
C 1.448 -2.207 4.239 -0.8 0.8 0.5
H 1.598 -1.285 6.923 0.1 0.4 -0.2
H 0.252 -1.925 7.761 -0.5 0.0 -0.1
H -0.668 0.321 8.193 0.1 0.6 -0.2
H 0.854 1.058 7.411 -0.4 0.1 0.2
H 0.915 0.060 8.901 0.1 0.3 0.1
H 0.623 -2.917 4.303 0.2 -0.2 -0.1
H 2.152 -2.360 5.057 -0.1 0.1 -0.1
H 1.943 -2.244 3.268 -0.2 0.4 0.1
C 1.987 2.739 2.474 -0.1 -1.1 -0.6
N 2.111 2.088 1.164 0.4 2.3 4.4
O 2.415 2.856 0.257 1.0 1.6 -3.8
O 1.831 0.873 1.129 -0.9 -3.6 -0.8
H 2.695 3.563 2.564 0.0 0.0 -0.1
H 2.159 1.938 3.193 -0.1 0.5 0.3
H 0.958 3.097 2.503 -0.2 0.3 0.6
```
Forces are in eV/Å.

As for the expectation value of S²: 0.75. The total energy is -119455.1549 eV. As for the multiplicity: 2. Its total charge is -1.

Record 5
C11H27I2IrOP2 | the ωB97M-V functional and the def2-TZVPD basis

Structure (XYZ):
```
44
Properties=species:S:1:pos:R:3:forces:R:3
I 0.113 -1.492 -7.223 0.0 -1.7 -0.2
I 0.113 1.190 -7.322 0.0 1.7 -0.3
Ir 0.112 -0.164 -0.848 0.5 0.3 1.1
P -2.202 -0.153 -0.705 -3.0 0.0 0.5
C -3.152 -0.219 -2.270 0.6 0.0 0.0
C -2.885 -1.546 0.268 0.6 0.0 -0.2
H -3.971 -1.455 0.380 0.2 0.1 -0.1
H -3.967 1.243 0.264 0.2 -0.1 -0.1
H -2.404 -1.542 1.249 -0.2 -0.1 -0.1
H -2.399 1.401 1.121 -0.3 0.1 -0.2
H -2.889 -1.129 -2.816 -0.1 0.0 0.0
H -2.645 -2.488 -0.234 -0.1 0.0 0.1
C -2.881 1.322 0.143 0.6 0.0 -0.2
H -4.230 -0.210 -2.077 0.2 0.0 0.1
H -2.640 2.215 -0.439 -0.1 0.0 0.1
H -2.887 0.640 -2.892 -0.1 0.0 0.0
P 2.425 -0.167 -0.698 3.1 0.0 -0.2
C 3.380 -0.236 -2.260 -0.5 0.0 0.0
C 3.110 1.302 0.155 -0.6 -0.1 -0.2
H 2.614 -1.559 1.255 0.3 -0.2 0.0
H 4.183 -1.482 0.389 -0.2 0.1 -0.1
H 2.852 -2.505 -0.229 0.1 0.0 0.1
C 3.097 -1.566 0.274 -0.6 0.0 -0.2
H 2.623 1.384 1.131 0.2 0.2 0.0
H 4.194 1.216 0.282 -0.2 -0.1 -0.1
H 4.457 -0.230 -2.063 -0.2 0.0 0.1
H 3.120 0.625 -2.882 0.1 0.0 0.1
H 2.878 2.198 -0.427 0.1 0.0 0.1
H 3.115 -1.145 -2.807 0.1 0.0 0.1
C 0.114 -0.244 -2.667 -0.2 -0.3 -5.1
O 0.115 -0.295 -3.836 0.0 0.2 3.8
C -1.626 0.220 3.218 -0.2 0.3 0.3
C -0.369 0.718 2.450 -1.9 -1.5 -1.0
C 0.683 0.963 3.565 1.7 -0.1 0.4
C 0.156 -0.323 1.393 -0.7 0.5 4.6
H -1.396 -0.729 3.749 0.0 0.6 -0.3
H -2.526 0.028 2.625 0.3 0.1 -0.1
H -1.929 0.974 3.976 0.3 -0.5 -0.4
H -0.496 1.707 1.964 0.0 -0.2 0.2
H 0.920 0.017 4.102 -0.2 0.6 -0.4
H 1.624 1.373 3.151 -0.4 -0.2 0.3
H 0.308 1.706 4.302 -0.1 -0.5 -0.7
H 1.205 -0.197 1.562 1.4 0.4 -1.3
H -0.017 -1.367 1.727 -0.7 0.3 -0.7
```
Forces are in eV/Å.

As for the expectation value of S²: 8.77. As for the multiplicity: 6. The energy above the lowest of the compared OMol25 structures with the same formula, charge and spin comes out at 0.0 kJ/mol. Its total charge is +3.

Record 6
C11H27I2OP2Sn | the ωB97M-V functional and the def2-TZVPD basis

Structure (XYZ):
```
44
Properties=species:S:1:pos:R:3:forces:R:3
I 0.035 2.381 -1.853 0.0 -0.6 0.4
I 4.213 -0.199 -0.908 0.6 0.2 -0.3
Sn -0.358 0.241 -0.226 -2.0 0.5 0.3
P 0.338 1.868 1.975 1.6 0.8 1.3
C 2.024 2.565 1.739 -0.2 -0.1 -0.6
C -0.445 3.376 2.643 -1.0 0.2 -0.7
H -0.045 3.576 3.644 0.1 -0.3 -0.2
H 0.912 1.645 4.297 0.0 -0.1 -0.1
H -1.530 3.259 2.720 0.1 0.1 0.0
H -0.271 0.403 3.823 0.0 0.0 0.1
H 2.011 3.245 0.875 0.1 -0.1 0.3
H -0.216 4.231 2.000 -0.2 -0.2 0.0
C 0.626 0.940 3.511 -0.2 -0.8 -0.1
H 2.272 3.126 2.660 0.0 -0.3 -0.5
H 1.435 0.215 3.391 -0.1 0.0 0.0
H 2.753 1.764 1.552 0.0 0.2 0.2
P -0.572 -1.521 -2.265 0.6 -1.3 -1.2
C 0.938 -1.514 -3.284 0.1 0.4 0.1
C -0.636 -3.234 -1.647 -0.2 0.2 0.8
H -2.838 -1.264 -3.124 0.1 -0.1 -0.2
H -1.903 -2.456 -4.071 0.2 0.0 0.2
H -1.621 -0.697 -4.295 -0.1 -0.2 0.2
C -1.861 -1.486 -3.567 -0.4 1.1 0.4
H -1.439 -3.359 -0.905 0.2 0.0 -0.3
H -0.828 -3.909 -2.483 0.1 0.1 0.0
H 0.829 -2.287 -4.062 0.2 0.3 0.3
H 1.822 -1.707 -2.665 -0.1 -0.2 -0.2
H 0.312 -3.502 -1.170 -0.1 0.0 -0.1
H 1.054 -0.526 -3.749 0.0 -0.3 0.0
C 1.510 -1.182 0.693 1.5 -2.1 1.0
O 2.204 -1.979 1.113 -1.6 1.8 -0.9
C -4.160 -1.928 0.421 0.0 -0.4 -0.3
C -3.416 -0.614 0.641 -0.6 1.2 -0.4
C -4.132 0.121 1.779 -0.2 0.3 0.5
C -1.922 -0.877 0.939 -0.2 -0.1 -0.1
H -4.054 -2.579 1.302 0.0 0.1 -0.3
H -3.791 -2.447 -0.467 0.0 -0.2 0.1
H -5.237 -1.781 0.263 0.3 0.2 0.1
H -3.500 0.048 -0.261 -0.1 -0.6 0.4
H -4.106 -0.431 2.727 0.3 -0.1 -0.2
H -3.770 1.130 1.972 0.2 0.1 0.0
H -5.202 0.235 1.574 0.2 -0.1 -0.3
H -1.691 -0.735 1.982 0.2 0.4 0.5
H -1.732 -1.928 0.754 0.5 -0.2 -0.3
```
Forces are in eV/Å.

As for the multiplicity: 1. The energy above the lowest of the compared OMol25 structures with the same formula, charge and spin comes out at 141.3 kJ/mol. Its total charge is +3.

Which of these has the highest multiplicity?
C11H27ClIN2OP2Tb

Which formula does entry 3 have?
C11H27ClIN2OP2Tb

What is the total charge in the second record?
+2